Below is a cluster of 2 separate species, H4OS2 in total, with properties calculated with ωB97M-V/def2-TZVPD.

Each line ends with the Löwdin charge.
Element x y z (Å)
1 H 2.85 -0.62 1.84  -0.20
2 H -4.11 3.33 -1.74  0.03
3 O -4.33 3.12 -2.66  -0.07
4 S 3.13 -3.23 1.36  0.21
5 S 3.82 -1.38 1.31  0.20
6 H 3.72 -3.75 2.43  -0.21
7 H -5.09 2.53 -2.52  0.03

Largest force on an atom ... 1.9 eV/Å
Structure (SMILES) ... SS.O
HOMO-LUMO gap ... 10.076 eV
E_HOMO ... -9.57 eV
LUMO energy ... 0.51 eV
E_tot ... -873.9909 hartree
Relative energy (zero: lowest compared OMol25 entry of this formula, charge and spin) ... 26.4 kJ/mol